Record 1
{
  "formula": "C19H23BIIrN3O4S",
  "method": "ωB97M-V/def2-TZVPD",
  "charge": 1,
  "relative_energy_ev": 0.027,
  "gap_ev": 7.650,
  "lumo_energy_ev": -4.02,
  "total_energy_ha": -2027.87413,
  "species": ["Ir", "C", "C", "C", "C", "C", "C", "C", "C", "C", "H", "H", "H", "H", "H", "H", "H", "H", "H", "H", "H", "H", "B", "C", "N", "H", "H", "H", "O", "C", "N", "S", "O", "O", "C", "C", "C", "C", "C", "C", "H", "H", "H", "H", "N", "C", "O", "C", "I", "H", "H", "H", "H"],
  "xyz": [[0.3643, 0.2042, -0.1210], [-2.5827, 4.2631, 0.4911], [-1.3572, 3.5952, -0.0623], [-1.4410, 2.6501, -1.0529], [-0.2788, 2.0872, -1.6405], [-0.4141, 1.4896, -3.0166], [0.9681, 2.4062, -1.0799], [1.0696, 3.3956, -0.0623], [2.4210, 3.7934, 0.4610], [-0.0761, 3.9825, 0.4009], [-2.7077, 5.2505, 0.0427], [-2.5041, 4.4080, 1.5689], [-3.4806, 3.6850, 0.2804], [-2.4048, 2.3613, -1.4554], [-0.6805, 2.3036, -3.6939], [-1.2111, 0.7474, -3.0567], [0.5055, 1.0384, -3.3737], [1.8715, 2.0657, -1.5730], [2.6709, 4.8096, 0.1525], [3.2018, 3.1326, 0.0867], [2.4420, 3.7766, 1.5532], [-0.0053, 4.7551, 1.1600], [2.0410, -2.4738, -3.5407], [1.4112, -1.5091, -2.4835], [0.9425, -0.7551, -1.7402], [1.6771, -3.5855, -3.2491], [3.2364, -2.3081, -3.4363], [1.6410, -2.0792, -4.6117], [-1.5942, -0.4630, -0.4561], [-1.3624, -1.5464, 0.1685], [-0.1315, -1.5980, 0.6489], [0.1980, -2.9865, 1.5127], [0.3638, -2.6216, 2.8922], [1.2176, -3.7388, 0.8681], [-1.4342, -3.6213, 1.2105], [-1.9383, -4.8318, 1.6234], [-3.2515, -5.1254, 1.2591], [-4.0115, -4.2336, 0.5115], [-3.4868, -3.0136, 0.0991], [-2.1862, -2.7204, 0.4602], [-1.3448, -5.5289, 2.1987], [-3.6848, -6.0691, 1.5610], [-5.0251, -4.4959, 0.2419], [-4.0707, -2.3196, -0.4895], [4.0816, -0.0300, 1.7011], [2.7973, 0.2127, 1.5145], [2.3834, 0.4737, 0.3614], [1.9095, 0.1617, 2.7327], [0.0753, 1.1740, 2.3585], [4.6851, -0.1096, 0.8945], [4.4593, -0.2345, 2.6112], [2.3864, 0.6428, 3.5834], [1.6448, -0.8670, 2.9850]]
}

=====

Record 2
{
  "formula": "C19H23BrMnN",
  "method": "ωB97M-V/def2-TZVPD",
  "multiplicity": 4,
  "charge": 1,
  "gap_ev": [5.861, 8.245],
  "lumo_energy_ev": [-3.71, -3.96],
  "total_energy_ha": -4517.20765,
  "species": ["C", "C", "C", "C", "H", "H", "H", "H", "H", "H", "H", "H", "H", "C", "C", "C", "H", "C", "C", "H", "H", "H", "H", "C", "C", "C", "H", "C", "C", "H", "H", "H", "H", "Mn", "Br", "C", "C", "C", "C", "N", "C", "H", "H", "H", "H"],
  "xyz": [[-0.3060, 0.6620, -4.1793], [0.2753, 2.0065, -4.0608], [0.5209, -0.4416, -4.6799], [-1.7651, 0.5065, -4.1118], [0.5581, -0.4510, -5.7841], [0.1267, -1.4204, -4.3736], [1.5606, -0.3572, -4.3348], [0.2764, 2.5331, -5.0323], [1.3182, 1.9735, -3.7185], [-0.3038, 2.6290, -3.3649], [-2.2380, 0.6699, -5.0969], [-2.2102, 1.2391, -3.4250], [-2.0542, -0.5016, -3.7871], [2.1622, -0.2520, 1.3234], [2.2529, -1.0372, 0.1214], [1.8597, -0.2038, -0.9923], [2.6020, -2.0669, 0.0586], [1.5409, 1.1093, -0.4806], [1.7398, 1.0831, 0.9466], [1.6763, 1.9548, 1.5938], [2.4408, -0.5888, 2.3206], [1.9335, -0.4726, -2.0452], [1.3107, 1.9854, -1.0887], [-1.7648, -0.8819, 0.7663], [-0.8771, -1.9571, 1.1603], [-0.1635, -2.3866, -0.0142], [-0.8124, -2.4170, 2.1448], [-0.5877, -1.5642, -1.1229], [-1.5750, -0.6294, -0.6382], [-2.1523, 0.0576, -1.2576], [-2.5177, -0.3985, 1.3829], [0.5334, -3.2224, -0.0680], [-0.3195, -1.7150, -2.1674], [0.2752, -0.3689, 0.3824], [-3.1035, -0.7374, 6.0819], [-1.5306, -0.0432, 5.2654], [-0.5937, 0.6767, 6.0135], [0.5472, 1.1592, 5.3679], [0.7014, 0.8995, 3.9978], [-0.1913, 0.2115, 3.2828], [-1.2918, -0.2581, 3.8933], [-0.7643, 0.8418, 7.0711], [1.3234, 1.7292, 5.8731], [1.5873, 1.2639, 3.4810], [-2.0007, -0.8187, 3.2949]]
}

=====

Record 3
{
  "formula": "C19H23CdCl2N5OSSi",
  "method": "ωB97M-V/def2-TZVPD",
  "gap_ev": 7.305,
  "lumo_energy_ev": -0.02,
  "total_energy_ha": -2862.80772,
  "species": ["Cd", "Cl", "C", "C", "C", "Cl", "C", "C", "C", "C", "N", "C", "C", "O", "H", "H", "H", "H", "C", "C", "C", "C", "C", "C", "N", "N", "Si", "C", "C", "C", "H", "H", "H", "H", "H", "H", "H", "H", "H", "H", "H", "H", "H", "H", "H", "N", "C", "N", "S", "H", "H", "H", "H"],
  "xyz": [[-0.9228, 0.0644, -0.2611], [-0.2466, 4.0138, 2.9863], [-0.6100, 4.1111, 1.2970], [-0.6787, 5.3720, 0.6986], [-0.9627, 5.5075, -0.6308], [-1.0586, 7.0985, -1.3311], [-1.1803, 4.3689, -1.4306], [-1.4776, 4.4055, -2.8095], [-1.6633, 3.2408, -3.5003], [-1.5421, 2.0186, -2.8252], [-1.2704, 1.9521, -1.5402], [-1.0973, 3.0925, -0.8178], [-0.8353, 2.9240, 0.5981], [-0.8083, 1.7580, 1.1328], [-0.5044, 6.2491, 1.3068], [-1.5562, 5.3641, -3.3039], [-1.8944, 3.2427, -4.5568], [-1.6503, 1.0772, -3.3481], [-3.6852, -2.6347, 0.5290], [-2.2943, -2.9222, 1.0068], [-1.9611, -4.0797, 1.6846], [-0.6330, -4.2489, 2.0865], [0.3205, -3.3027, 1.7951], [-0.0585, -2.1413, 1.0746], [-1.3716, -1.9972, 0.7208], [0.7390, -1.1643, 0.6235], [2.2382, -0.5642, 1.2080], [2.1856, -0.2655, 3.0533], [2.5390, 1.0547, 0.2992], [3.6643, -1.7364, 0.7944], [-3.6943, -2.5894, -0.5618], [-4.0144, -1.6652, 0.9046], [-4.3889, -3.3974, 0.8576], [-2.7168, -4.8186, 1.9108], [-0.3470, -5.1409, 2.6323], [1.3514, -3.4312, 2.1013], [1.3683, 0.4290, 3.2700], [3.1164, 0.1835, 3.4149], [2.0107, -1.1837, 3.6223], [2.0832, 1.8904, 0.8407], [2.0927, 1.0343, -0.7007], [3.6079, 1.2598, 0.1792], [3.5459, -2.7236, 1.2520], [4.6186, -1.3263, 1.1424], [3.7571, -1.8797, -0.2893], [0.4383, -3.3497, -1.6489], [0.3571, -2.1763, -2.2923], [1.5042, -1.5767, -2.6223], [-1.1359, -1.4935, -2.7091], [1.2802, -3.5677, -1.1379], [-0.4198, -3.6866, -1.2422], [2.3974, -1.9322, -2.3270], [1.4638, -0.7169, -3.1368]]
}

=====

Record 4
{
  "formula": "C19H23Cl2InNS",
  "method": "ωB97M-V/def2-TZVPD",
  "charge": -1,
  "relative_energy_ev": 0.000,
  "gap_ev": 7.207,
  "lumo_energy_ev": 2.58,
  "total_energy_ha": -2301.25077,
  "species": ["In", "Cl", "Cl", "C", "H", "H", "C", "C", "H", "C", "H", "C", "H", "H", "C", "H", "H", "C", "H", "H", "H", "H", "N", "S", "C", "C", "C", "C", "C", "C", "C", "C", "C", "C", "C", "C", "H", "H", "H", "H", "H", "H", "H", "H", "H", "H", "H"],
  "xyz": [[2.2487, 0.1031, -2.1962], [2.2597, -2.3250, -1.8908], [3.3450, 0.9052, -0.1408], [4.2487, 0.4884, -2.8856], [5.0618, 0.7269, -2.1970], [4.5678, -0.3370, -3.4986], [-0.9791, 0.9689, -2.2463], [0.0375, 0.2916, -2.6398], [-0.9271, 1.8637, -1.5985], [0.0961, -0.3815, -3.9549], [3.9555, 1.3806, -3.5075], [-1.1656, -0.2018, -4.8349], [0.9442, 0.1022, -4.4751], [0.3817, -1.4366, -3.9086], [-2.3622, -0.3445, -3.9062], [-1.1059, 0.7953, -5.2974], [-1.1446, -0.9719, -5.6286], [-2.3991, 0.6925, -2.7832], [-3.2716, -0.3548, -4.4894], [-2.2980, -1.3267, -3.4275], [-2.8818, 1.6199, -3.0976], [-3.0553, 0.2850, -2.0025], [0.2058, -0.6651, 0.0105], [-0.9081, -0.4531, 1.0711], [-0.4528, -1.5480, 2.3972], [-1.4787, -2.2664, 3.0169], [-1.1760, -2.9998, 4.1618], [0.1419, -3.0490, 4.6318], [1.1708, -2.3938, 3.9452], [0.8753, -1.6571, 2.7888], [-0.6346, 1.1224, 1.8497], [0.5494, 1.8193, 1.6434], [0.8311, 2.9522, 2.4267], [-0.1172, 3.4287, 3.3331], [-1.3346, 2.7614, 3.4909], [-1.5961, 1.5987, 2.7653], [0.0625, -1.5863, -0.4439], [-2.4803, -2.2138, 2.5907], [-1.9785, -3.5229, 4.6810], [0.3685, -3.6098, 5.5387], [2.2004, -2.4441, 4.3006], [1.6453, -1.1696, 2.1916], [1.2632, 1.4378, 0.9069], [1.8018, 3.4413, 2.3114], [0.0943, 4.3147, 3.9186], [-2.0891, 3.1322, 4.1857], [-2.5207, 1.0267, 2.8932]]
}

=====

Copy entry 1 word for word.
{
  "formula": "C19H23BIIrN3O4S",
  "method": "ωB97M-V/def2-TZVPD",
  "charge": 1,
  "relative_energy_ev": 0.027,
  "gap_ev": 7.650,
  "lumo_energy_ev": -4.02,
  "total_energy_ha": -2027.87413,
  "species": ["Ir", "C", "C", "C", "C", "C", "C", "C", "C", "C", "H", "H", "H", "H", "H", "H", "H", "H", "H", "H", "H", "H", "B", "C", "N", "H", "H", "H", "O", "C", "N", "S", "O", "O", "C", "C", "C", "C", "C", "C", "H", "H", "H", "H", "N", "C", "O", "C", "I", "H", "H", "H", "H"],
  "xyz": [[0.3643, 0.2042, -0.1210], [-2.5827, 4.2631, 0.4911], [-1.3572, 3.5952, -0.0623], [-1.4410, 2.6501, -1.0529], [-0.2788, 2.0872, -1.6405], [-0.4141, 1.4896, -3.0166], [0.9681, 2.4062, -1.0799], [1.0696, 3.3956, -0.0623], [2.4210, 3.7934, 0.4610], [-0.0761, 3.9825, 0.4009], [-2.7077, 5.2505, 0.0427], [-2.5041, 4.4080, 1.5689], [-3.4806, 3.6850, 0.2804], [-2.4048, 2.3613, -1.4554], [-0.6805, 2.3036, -3.6939], [-1.2111, 0.7474, -3.0567], [0.5055, 1.0384, -3.3737], [1.8715, 2.0657, -1.5730], [2.6709, 4.8096, 0.1525], [3.2018, 3.1326, 0.0867], [2.4420, 3.7766, 1.5532], [-0.0053, 4.7551, 1.1600], [2.0410, -2.4738, -3.5407], [1.4112, -1.5091, -2.4835], [0.9425, -0.7551, -1.7402], [1.6771, -3.5855, -3.2491], [3.2364, -2.3081, -3.4363], [1.6410, -2.0792, -4.6117], [-1.5942, -0.4630, -0.4561], [-1.3624, -1.5464, 0.1685], [-0.1315, -1.5980, 0.6489], [0.1980, -2.9865, 1.5127], [0.3638, -2.6216, 2.8922], [1.2176, -3.7388, 0.8681], [-1.4342, -3.6213, 1.2105], [-1.9383, -4.8318, 1.6234], [-3.2515, -5.1254, 1.2591], [-4.0115, -4.2336, 0.5115], [-3.4868, -3.0136, 0.0991], [-2.1862, -2.7204, 0.4602], [-1.3448, -5.5289, 2.1987], [-3.6848, -6.0691, 1.5610], [-5.0251, -4.4959, 0.2419], [-4.0707, -2.3196, -0.4895], [4.0816, -0.0300, 1.7011], [2.7973, 0.2127, 1.5145], [2.3834, 0.4737, 0.3614], [1.9095, 0.1617, 2.7327], [0.0753, 1.1740, 2.3585], [4.6851, -0.1096, 0.8945], [4.4593, -0.2345, 2.6112], [2.3864, 0.6428, 3.5834], [1.6448, -0.8670, 2.9850]]
}